Formula: Cl2FeI2O8
Source: the Open Molecules 2025 dataset
Level of theory: ωB97M-V with the def2-TZVPD basis set

Each line ends with the Löwdin spin population.
CARTESIAN COORDINATES (ANGSTROEM)
1 Fe 0.6938 0.0270 -0.6254  3.159
2 I 0.0730 -0.8121 -2.3993  0.267
3 I 2.3013 1.3997 -0.1440  0.236
4 Cl 1.0727 -2.0347 1.3102  0.029
5 O 1.9172 -1.5839 2.3628  0.012
6 O 1.9652 -2.4523 0.2255  0.015
7 O 0.1971 -3.0737 1.7258  0.019
8 O 0.3332 -0.9570 0.6660  0.099
9 Cl -1.7190 1.9154 -0.6567  0.023
10 O -1.4060 3.0589 0.0917  0.015
11 O -2.8588 1.2992 -0.0409  0.015
12 O -1.9278 2.2208 -2.0626  0.005
13 O -0.6417 0.9926 -0.4530  0.106

lowest unoccupied orbital energy (alpha / beta)	5.0 / 4.9	eV
frontier orbital gap (alpha / beta)	5.8 / 5.5	eV
highest occupied orbital energy (alpha / beta)	-0.78 / -0.58	eV
relative energy (zero: lowest compared OMol25 entry of this formula, charge and spin)	7.357	eV
E_tot	-91996.888	eV
F_max	0.2518	Eh/bohr
expectation value of S²	6.0170
charge	-2
2S+1	5